Entry 1:
The following is a quantum chemistry calculation of C3H5NO2 in the gas phase in a non-equilibrium geometry, from OMol25.

As for the highest occupied orbital energy: -10.4 eV. The structure (SMILES) is [H]/N=C1\OC[C@@H]1O. The total energy is -322.4509 hartree. The net charge is 0.

Cartesian coordinates (Å):
C (0.050103, 1.287013, -0.396847)
O (-1.732838, -0.083748, 0.971905)
H (1.826352, -2.185640, 0.075879)
H (-0.563499, 1.922807, -1.047334)
C (-0.682574, 0.045985, 0.091037)
O (0.994730, 0.343283, -1.002069)
H (-0.767735, -0.311759, -0.971398)
N (1.075389, -1.703256, 0.559444)
C (0.608647, -0.662618, 0.053914)
H (0.604302, 1.889114, 0.323041)
H (-1.413656, -0.210016, 1.878413)

Force components x, y, z for each atom (eV/Å):
0.033 0.226 0.099
0.202 -0.026 -0.045
0.415 0.527 0.164
0.640 -0.264 -0.314
0.101 -0.069 -0.427
1.077 -0.619 1.207
-2.573 -0.328 0.873
-0.436 0.428 -0.766
0.701 0.128 -0.598
-0.235 -0.023 0.181
0.075 0.021 -0.374

Entry 2:
The following is a quantum chemistry calculation of 2 unconnected molecules or ions with the total composition C3H5NO2 in a non-equilibrium geometry, from OMol25.

As for the highest occupied orbital energy: -9.9 eV. The total energy is -322.4900 hartree. The net charge is 0.

Cartesian coordinates (Å):
C (-1.715841, 0.954823, 1.574205)
H (0.543295, -0.859207, 1.141996)
O (-0.727593, 0.812761, -1.328817)
C (1.347438, -0.263385, -0.654510)
H (-1.564673, 0.990694, -0.878565)
H (1.887878, -1.200264, -0.759302)
O (-1.477036, 0.539160, 2.604293)
H (-0.649188, -1.208370, -0.809965)
H (1.852338, 0.623645, -1.018366)
C (-0.119007, -0.261414, -0.710173)
N (0.563084, -0.026084, 0.558320)

Force components x, y, z for each atom (eV/Å):
0.081 -0.485 1.432
-0.075 0.117 -0.067
-0.182 0.076 0.088
0.228 -0.065 -0.244
0.174 0.055 -0.011
-0.091 0.121 -0.011
-0.378 0.570 -1.188
0.101 0.070 -0.040
0.014 -0.099 -0.039
0.090 -0.369 -0.095
0.039 0.009 0.175

Entry 3:
The following is a quantum chemistry calculation of a molecular structure, C3H5NO2 in a non-equilibrium geometry, from OMol25.

As for the highest occupied orbital energy: -11.0 eV. The total energy is -322.4843 hartree. The net charge is 0.

Cartesian coordinates (Å):
C (1.253546, -1.536629, 0.641069)
C (0.056667, 1.509725, -0.317583)
H (0.153456, -1.314127, 0.720184)
H (1.834712, -0.604495, 0.629085)
O (-2.324265, 0.154374, -1.297074)
H (1.617112, -2.095245, 1.502063)
O (0.639250, 2.497607, -0.482491)
N (-0.482023, 0.441052, -0.064925)
H (1.571594, -2.101825, -0.245520)
C (-1.809626, 0.974979, -0.622182)
H (-2.349668, 1.941866, -0.390469)

Force components x, y, z for each atom (eV/Å):
0.044 -0.057 0.309
2.840 0.750 0.978
1.624 -0.759 -0.184
-0.338 -0.061 0.016
-1.354 0.174 -0.872
-0.162 -0.088 0.128
-0.151 0.147 -0.330
-2.169 2.670 -0.467
-0.584 0.145 0.094
-1.015 -2.419 0.038
1.268 -0.502 0.290

Entry 4:
The following is a quantum chemistry calculation of C3H5NO2 in the gas phase, from OMol25.

As for the highest occupied orbital energy: -9.7 eV. The structure (SMILES) is [H]/N=C/OCC=O. The total energy is -322.5074 hartree. The net charge is 0.

Cartesian coordinates (Å):
H (-1.715490, 1.678186, 0.556158)
H (-1.080155, -0.640794, -1.489046)
C (-0.491784, -1.161289, -0.714920)
O (-0.864486, -2.205455, -0.244105)
O (1.080805, 0.284833, 0.747906)
H (0.287233, 1.807504, 1.804199)
C (0.899728, -0.560867, -0.404395)
H (1.211917, 0.012959, -1.280784)
C (0.070282, 1.122095, 0.978550)
N (-0.973905, 1.055443, 0.272997)
H (1.575855, -1.392615, -0.226560)

Force components x, y, z for each atom (eV/Å):
0.026 0.264 0.118
0.194 -0.106 0.011
-0.044 -0.078 0.157
0.190 0.300 0.068
-0.206 -0.085 0.039
-0.049 -0.221 -0.116
0.097 -0.155 -0.202
0.011 -0.020 -0.003
-0.263 -0.024 -0.142
-0.016 0.142 0.171
0.061 -0.018 -0.099

Entry 5:
The following is a quantum chemistry calculation of C3H5NO2 in the gas phase, from OMol25.

As for the highest occupied orbital energy: -10.2 eV. The structure (SMILES) is O=C1NCCO1. The total energy is -322.5687 hartree. The net charge is 0.

Cartesian coordinates (Å):
C (0.192709, -0.620076, -0.982382)
O (-0.538177, 2.575635, 0.023991)
C (0.024233, -0.790974, 0.528882)
H (1.242183, -0.706875, -1.285287)
H (-0.988712, -1.138181, 0.775366)
O (-0.257324, 0.713794, -1.230470)
H (0.753255, -1.477634, 0.964245)
H (-0.416835, -1.304464, -1.573653)
H (0.027046, 0.881511, 1.876127)
N (0.239173, 0.583914, 0.935547)
C (-0.220108, 1.421304, -0.067355)

Force components x, y, z for each atom (eV/Å):
0.053 -0.247 0.001
0.184 -0.390 -0.073
-0.001 -0.192 -0.059
-0.132 0.043 0.060
0.134 0.008 -0.018
-0.071 0.138 0.059
-0.049 0.106 -0.090
0.076 0.075 0.087
0.002 -0.013 -0.115
-0.175 0.145 0.024
-0.020 0.327 0.124

Entry 6:
The following is a quantum chemistry calculation of C3H5NO2 in the gas phase in a non-equilibrium geometry, from OMol25.

As for the highest occupied orbital energy: -11.2 eV. The structure (SMILES) is N#C[C@H](O)CO. The total energy is -322.5082 hartree. The net charge is 0.

Cartesian coordinates (Å):
C (-0.652831, 0.202819, 0.392782)
H (0.754775, -0.329567, -1.251546)
H (0.597693, -1.531308, 0.041412)
N (-2.416989, -0.863492, -1.159680)
C (0.644079, -0.442918, -0.152723)
O (1.708757, 0.236425, 0.502403)
C (-1.752226, -0.449043, -0.310132)
O (-0.732717, 1.589464, 0.062320)
H (0.080709, 1.873892, -0.364731)
H (2.405991, -0.375065, 0.758845)
H (-0.637242, 0.088798, 1.481052)

Force components x, y, z for each atom (eV/Å):
1.047 0.564 -0.597
-0.383 0.134 0.499
0.188 0.467 0.147
0.229 0.098 1.025
0.019 -0.122 0.079
0.027 -0.272 -0.007
-0.718 -0.426 -1.282
-0.139 -0.245 0.329
0.143 -0.107 0.088
-0.107 0.009 -0.111
-0.307 -0.100 -0.169

Orbital gap
In order: 11.12, 10.86, 11.27, 10.54, 10.97, 11.63
Unit: eV